Entry 1:
A 3-piece molecular cluster, C6H16O2 overall at a distorted geometry, computed with ωB97M-V/def2-TZVPD.

Cartesian coordinates (Å):
1 C -0.333 -1.830 -0.280
2 C -0.163 -0.507 -0.402
3 C 0.451 0.324 0.591
4 C 1.536 -0.207 1.543
5 C -0.511 0.313 -1.684
6 C -1.802 1.192 -1.378
7 H -0.090 -2.262 0.621
8 H -0.769 -2.453 -1.061
9 H -0.324 0.901 1.169
10 H 0.796 1.209 -0.034
11 H 1.092 -0.921 2.313
12 H 2.084 0.588 1.907
13 H 2.323 -0.797 1.026
14 H -0.577 -0.342 -2.570
15 H 0.376 0.810 -1.944
16 H -2.572 0.431 -1.503
17 H -2.051 1.983 -2.131
18 H -1.682 1.877 -0.444
19 O -1.551 0.092 2.728
20 H -2.015 0.100 1.812
21 H -1.616 -0.734 3.074
22 O 2.720 -0.063 -1.229
23 H 2.123 -0.586 -0.854
24 H 2.553 0.882 -1.270

Calculated values
Kohn-Sham gap   10.17 eV
LUMO level   0.7 eV
SMILES   C=C(CC)CC.O.O
Total energy   -388.588429 Ha

---

Entry 2:
A 3-piece molecular cluster, C6H16O2 overall at a distorted geometry, computed with ωB97M-V/def2-TZVPD.

Cartesian coordinates (Å):
1 C -2.246 0.199 -1.646
2 C -1.272 -0.824 -1.034
3 C 0.080 -0.146 -0.883
4 C 1.065 -0.485 -1.795
5 C 2.500 -0.097 -1.781
6 C 0.063 1.020 -0.026
7 H -2.538 0.966 -0.928
8 H -2.019 0.460 -2.674
9 H -3.241 -0.261 -1.686
10 H -1.150 -1.636 -1.752
11 H -1.650 -1.289 -0.126
12 H 0.854 -1.252 -2.535
13 H 3.012 -0.531 -2.635
14 H 2.984 -0.473 -0.873
15 H 2.624 0.989 -1.821
16 H -0.748 1.042 0.695
17 H 0.888 1.374 0.627
18 H 0.178 1.909 -0.679
19 H 3.942 0.129 4.722
20 H 3.427 -1.035 3.941
21 O 3.485 -0.087 3.877
22 H -3.591 -0.745 3.161
23 H -2.985 0.645 3.129
24 O -3.662 0.128 2.722

Calculated values
Kohn-Sham gap (spin up / spin down)   9.85 / 6.27 eV
LUMO level (spin up / spin down)   -4.2 / -7.7 eV
Total charge   +1
Spin multiplicity   2
Total energy   -388.329378 Ha

---

Entry 3:
A 2-piece molecular cluster, C6H16S overall at a distorted geometry, computed with ωB97M-V/def2-TZVPD.

Cartesian coordinates (Å):
1 C 0.838 -1.245 -1.126
2 C -0.419 -0.376 -1.024
3 C -0.611 0.525 -2.273
4 C -1.958 1.303 -2.209
5 H 0.712 -1.926 -2.020
6 H 1.014 -1.925 -0.283
7 H 1.703 -0.594 -1.245
8 H -0.336 0.297 -0.169
9 H -1.285 -0.987 -0.960
10 H 0.229 1.216 -2.417
11 H -0.558 -0.038 -3.179
12 H -2.018 1.972 -3.088
13 H -2.003 1.954 -1.322
14 H -2.825 0.636 -2.216
15 C 1.626 0.449 2.073
16 C 0.735 -0.333 3.103
17 S -0.567 -1.408 2.303
18 H 1.097 1.360 1.731
19 H 2.054 -0.136 1.263
20 H 2.497 0.827 2.593
21 H 1.400 -0.981 3.687
22 H 0.239 0.440 3.662
23 H -1.564 -1.027 3.118

Calculated values
Kohn-Sham gap   9.84 eV
LUMO level   0.8 eV
SMILES   CCCC.CCS
Total energy   -636.365028 Ha

---

Entry 4:
A 2-piece molecular cluster, C6H16S2 overall at a distorted geometry, computed with ωB97M-V/def2-TZVPD.

Cartesian coordinates (Å):
1 C 1.435 1.704 1.330
2 C -0.055 1.891 1.237
3 S -0.583 2.523 -0.408
4 C -2.304 1.984 -0.241
5 H 1.917 1.210 0.483
6 H 1.665 1.039 2.174
7 H 1.943 2.648 1.531
8 H -0.637 0.980 1.426
9 H -0.455 2.622 1.928
10 H -2.771 2.330 0.682
11 H -2.956 2.416 -1.004
12 H -2.255 0.926 -0.386
13 C 1.776 -2.039 -1.217
14 C 0.578 -1.222 -1.658
15 S -0.946 -2.221 -1.440
16 C -0.897 -2.216 0.368
17 H 1.931 -2.922 -1.835
18 H 1.658 -2.389 -0.188
19 H 2.688 -1.431 -1.216
20 H 0.368 -0.329 -1.072
21 H 0.696 -0.916 -2.673
22 H -1.600 -2.913 0.737
23 H 0.057 -2.435 0.729
24 H -1.254 -1.237 0.713

Calculated values
Kohn-Sham gap   9.32 eV
LUMO level   0.9 eV
SMILES   CCSC.CCSC
Total energy   -1034.549733 Ha

---

Entry 5:
A 2-piece molecular cluster, C6H16S4 overall at a distorted geometry, computed with ωB97M-V/def2-TZVPD.

Cartesian coordinates (Å):
1 C 5.143 0.612 2.206
2 C 4.338 1.528 3.128
3 S 5.040 3.000 3.878
4 S 4.010 4.533 3.321
5 C 2.605 4.518 4.483
6 H 4.453 -0.116 1.747
7 H 5.931 0.060 2.743
8 H 5.613 1.205 1.403
9 H 3.534 1.820 2.425
10 H 3.877 0.928 3.936
11 H 3.113 4.577 5.460
12 H 1.978 3.611 4.467
13 H 1.951 5.400 4.373
14 C -3.983 -4.041 -5.043
15 C -4.292 -2.819 -4.184
16 S -3.066 -1.536 -4.248
17 S -3.530 -0.177 -2.749
18 C -3.767 -1.042 -1.191
19 H -3.084 -3.967 -5.678
20 H -4.867 -4.146 -5.695
21 H -3.898 -4.944 -4.416
22 H -5.148 -2.270 -4.622
23 H -4.501 -2.964 -3.107
24 H -3.839 -0.401 -0.297
25 H -2.917 -1.733 -1.061
26 H -4.693 -1.635 -1.275

Calculated values
Kohn-Sham gap   8.88 eV
LUMO level   0.8 eV
SMILES   CCSSC.CCSSC
Total energy   -1830.913879 Ha

---

Entry 6:
One molecule with the formula C6H17ClSi2 at a distorted geometry, computed with ωB97M-V/def2-TZVPD.

Cartesian coordinates (Å):
1 C -0.284 -1.496 -1.881
2 C -1.230 -0.260 -1.438
3 C -1.335 0.682 -2.602
4 Si -0.185 0.413 0.048
5 Si -0.427 2.639 0.706
6 Cl 2.167 0.784 -1.019
7 C 0.266 -0.707 1.569
8 C 1.025 0.090 2.669
9 C 1.077 -1.965 1.360
10 H 0.614 -1.035 -2.217
11 H -0.221 -2.266 -1.080
12 H -0.694 -1.922 -2.710
13 H -2.281 -0.677 -1.408
14 H -1.465 0.188 -3.619
15 H -0.407 1.229 -2.598
16 H -2.052 1.536 -2.680
17 H 0.777 3.573 1.047
18 H -1.070 3.344 -0.550
19 H -1.266 2.367 1.881
20 H -0.785 -0.805 1.955
21 H 0.517 0.825 3.295
22 H 1.557 -0.335 3.458
23 H 1.700 0.615 2.045
24 H 1.236 -2.525 2.241
25 H 2.034 -1.666 1.000
26 H 0.732 -2.626 0.529

Calculated values
Kohn-Sham gap   9.64 eV
LUMO level   0.1 eV
SMILES   CC(C)[Si]([SiH3])(Cl)C(C)C
Total energy   -1277.915636 Ha

---

Entry 7:
C6H17FHgIO2PSb as an isolated structure at a distorted geometry, computed with ωB97M-V/def2-TZVPD.

Cartesian coordinates (Å):
1 C 1.970 2.484 -0.018
2 C 1.581 0.942 0.037
3 C 1.175 0.386 -1.384
4 F 0.476 1.345 -2.150
5 Sb 0.201 -1.592 -1.405
6 C -1.437 -1.034 -0.049
7 C -1.848 0.452 0.069
8 C -2.167 0.735 1.617
9 O -3.074 0.736 -0.605
10 P 1.532 -2.261 0.702
11 O 3.126 -2.588 0.261
12 I 0.487 -4.291 1.635
13 H 1.290 3.093 0.612
14 H 2.998 2.628 0.394
15 H 1.994 2.874 -1.055
16 H 0.797 0.740 0.800
17 H 2.536 0.420 0.307
18 H 2.153 0.269 -1.923
19 H 1.464 -2.150 -2.465
20 H -0.486 -3.216 -1.486
21 H -0.705 -1.125 -2.844
22 H -1.193 -1.451 0.968
23 H -2.342 -1.614 -0.371
24 H -1.124 1.234 -0.232
25 H -1.985 1.862 1.821
26 H -3.226 0.425 1.892
27 H -1.437 0.213 2.288
28 H -2.927 0.617 -1.552
29 H 3.638 -2.201 0.994
30 Hg -3.470 2.066 3.141

Calculated values
Kohn-Sham gap   2.91 eV
LUMO level   -7.9 eV
Total charge   +1
Total energy   -1521.286259 Ha

---

Entry 8:
A 2-piece molecular cluster, C6H17N2 overall at a distorted geometry, computed with ωB97M-V/def2-TZVPD.

Cartesian coordinates (Å):
1 N -2.113 -0.988 -0.244
2 C -0.940 -1.033 0.739
3 C -1.175 -2.039 1.829
4 C 0.272 -1.309 -0.029
5 N 0.414 2.438 -0.510
6 C 0.306 1.201 -1.380
7 C 1.647 0.648 -1.602
8 C 0.966 2.119 0.795
9 H -1.482 -1.387 -1.019
10 H -0.629 2.778 -0.397
11 H -2.721 -1.732 0.009
12 H -0.957 -0.063 1.239
13 H -2.037 -1.703 2.348
14 H -1.470 -2.965 1.243
15 H -0.345 -2.251 2.470
16 H 1.149 -1.519 0.627
17 H 0.090 -2.031 -0.873
18 H -0.104 1.513 -2.337
19 H -0.410 0.518 -0.920
20 H 1.613 0.178 -2.635
21 H 2.315 1.542 -1.732
22 H 2.074 -0.085 -0.944
23 H 0.648 2.813 1.621
24 H 2.056 2.268 0.640
25 H 0.833 1.089 1.063

Calculated values
Kohn-Sham gap   5.54 eV
LUMO level   -7.6 eV
Total charge   +1
Total energy   -347.861582 Ha

---

Entry 9:
An isolated ion of composition C6H17N2 and charge +1 at a distorted geometry, computed with ωB97M-V/def2-TZVPD.

Cartesian coordinates (Å):
1 C -2.386 -2.117 -1.561
2 N -1.342 -1.280 -0.946
3 C -0.692 -0.254 -1.836
4 C 0.528 0.272 -1.102
5 N 0.067 0.710 0.225
6 C 1.022 0.530 1.335
7 C 0.391 1.153 2.568
8 C 2.402 1.133 1.042
9 H -1.959 -3.043 -1.932
10 H -2.857 -1.593 -2.390
11 H -3.101 -2.449 -0.808
12 H -0.594 -1.783 -0.461
13 H -1.692 -0.684 -0.181
14 H -1.450 0.528 -1.966
15 H -0.481 -0.689 -2.808
16 H 0.938 1.103 -1.671
17 H 1.247 -0.535 -0.946
18 H -0.225 1.681 0.221
19 H 1.129 -0.542 1.521
20 H -0.540 0.668 2.885
21 H 1.061 1.101 3.430
22 H 0.226 2.230 2.422
23 H 3.076 0.355 0.704
24 H 2.383 1.950 0.314
25 H 2.848 1.554 1.943

Calculated values
Kohn-Sham gap   10.14 eV
LUMO level   -3.0 eV
Total charge   +1
SMILES   C[NH2+]CCNC(C)C
Total energy   -348.070504 Ha

---

Entry 10:
An isolated ion of composition C6H17N2 and charge +1 at a distorted geometry, computed with ωB97M-V/def2-TZVPD.

Cartesian coordinates (Å):
1 C 1.321 2.437 -1.573
2 C 1.274 2.610 -0.027
3 C 0.733 1.421 0.794
4 N 0.945 0.052 0.235
5 C -0.166 -0.333 -0.609
6 C -1.347 -0.819 0.311
7 N -0.773 -2.040 1.019
8 C -1.429 -3.312 0.645
9 H 0.452 1.949 -2.010
10 H 1.314 3.355 -2.170
11 H 2.270 1.880 -1.828
12 H 2.296 3.013 0.110
13 H 0.602 3.475 0.078
14 H -0.364 1.554 0.714
15 H 1.036 1.583 1.803
16 H 1.830 0.119 -0.250
17 H -0.536 0.414 -1.321
18 H 0.055 -1.088 -1.382
19 H -1.739 -0.176 1.088
20 H -2.123 -1.091 -0.411
21 H 0.225 -2.084 0.797
22 H -0.809 -1.923 2.033
23 H -2.533 -3.206 0.657
24 H -1.465 -3.973 1.536
25 H -1.069 -3.818 -0.237

Calculated values
Kohn-Sham gap   10.17 eV
LUMO level   -3.0 eV
Total charge   +1
SMILES   CCCNCC[NH2+]C
Total energy   -348.023884 Ha

---

Entry 11:
A 2-piece molecular cluster, C6H17N2 overall at a distorted geometry, computed with ωB97M-V/def2-TZVPD.

Cartesian coordinates (Å):
1 C -0.501 2.032 0.788
2 C 0.446 1.260 1.719
3 C 0.363 1.743 3.165
4 N -0.264 1.610 -0.646
5 H -1.550 1.804 1.031
6 H -0.340 3.119 0.745
7 H 1.498 1.377 1.416
8 H 0.154 0.207 1.596
9 H 0.718 2.788 3.161
10 H -0.654 1.679 3.565
11 H 1.025 1.108 3.769
12 H 0.677 2.028 -0.961
13 H -0.180 0.600 -0.740
14 H -1.008 1.954 -1.293
15 C -1.389 -1.442 -1.412
16 C -0.263 -2.081 -2.194
17 C 1.678 -3.019 -1.114
18 N 0.382 -3.022 -1.179
19 H -1.652 -0.526 -1.989
20 H -2.290 -2.088 -1.348
21 H -1.003 -1.211 -0.360
22 H 0.339 -1.291 -2.652
23 H -0.675 -2.706 -3.003
24 H 2.283 -2.312 -1.704
25 H 2.207 -3.611 -0.358

Calculated values
Kohn-Sham gap   9.30 eV
LUMO level   -3.6 eV
Total charge   +1
Total energy   -348.022376 Ha

---

Entry 12:
A 2-piece molecular cluster, C6H17N2P overall at a distorted geometry, computed with ωB97M-V/def2-TZVPD.

Cartesian coordinates (Å):
1 C -3.734 -0.568 0.164
2 C -2.044 1.259 0.787
3 C 2.839 0.179 -1.285
4 C 2.882 0.845 1.137
5 C -2.246 -0.262 0.558
6 C 2.070 0.760 -0.125
7 N 0.667 -2.089 -0.900
8 N -1.320 -0.775 -0.430
9 P 0.161 -1.153 0.327
10 H -4.094 -1.678 0.328
11 H -4.336 -0.050 0.867
12 H -3.896 -0.198 -0.852
13 H -1.835 1.899 -0.054
14 H -1.097 1.389 1.343
15 H -2.798 1.620 1.428
16 H 3.252 -0.889 -1.014
17 H 2.283 -0.070 -2.129
18 H 3.786 0.754 -1.513
19 H 3.020 -0.068 1.811
20 H 2.476 1.641 1.750
21 H 3.961 1.322 0.845
22 H -2.076 -0.736 1.497
23 H 1.457 1.635 -0.469
24 H 0.644 -1.525 -1.838
25 H 1.552 -2.659 -0.731
26 H -1.574 -0.583 -1.502

Calculated values
Kohn-Sham gap (spin up / spin down)   7.46 / 7.47 eV
LUMO level (spin up / spin down)   0.9 / 0.9 eV
Total energy   -689.549566 Ha

---

- Which of these has the highest total energy?
  number 8